Run A
The following is a quantum chemistry calculation of a molecular structure, C47H57GeIN7O3Ti, from OMol25.

Structure (XYZ):
```
117
C47H57GeIN7O3Ti | OMol25 | the ωB97M-V functional and the def2-TZVPD basis
Ti 0.12005 -1.25332 1.30707
C -2.23793 -0.33323 4.90195
C -1.43037 -0.97360 3.82147
N -0.42757 -0.46091 3.22733
C 0.22032 0.77692 3.63128
C 1.72630 0.55592 3.42199
N 1.98057 -0.46983 2.37670
C 3.09150 -0.09734 1.47012
C 3.00235 -0.98762 0.25699
N 1.60938 -0.91737 -0.24473
C 1.41014 -1.84657 -1.37417
C 1.43128 -3.25937 -0.80892
N 0.72321 -3.22494 0.47460
C 0.16497 -4.28398 0.91714
C 0.30815 -5.63356 0.29526
C -0.75144 -4.04393 2.05687
C -1.50942 -5.01383 2.69469
C -2.38801 -4.62874 3.69481
C -2.46245 -3.29057 4.05392
C -1.65672 -2.38231 3.39213
N -0.83497 -2.75254 2.40034
H -1.78696 -0.50843 5.88244
H -3.24625 -0.74184 4.92516
H -2.30192 0.74187 4.74943
H 0.00348 1.01902 4.67162
H -0.14476 1.58807 3.00442
H 2.20722 0.25460 4.35390
H 2.18780 1.48986 3.10774
H 2.23833 -1.34774 2.83711
H 4.05934 -0.19250 1.96718
H 2.94814 0.94049 1.17738
H 3.23014 -2.02077 0.52560
H 3.69174 -0.67346 -0.53144
H 1.45389 0.05890 -0.52338
H 2.17912 -1.70914 -2.13321
H 0.44418 -1.62612 -1.82446
H 2.44834 -3.62272 -0.64137
H 0.94682 -3.94723 -1.50192
H 1.34259 -5.80051 -0.00140
H -0.31781 -5.69939 -0.59902
H 0.01434 -6.43511 0.96708
H -1.42081 -6.05293 2.41513
H -2.99591 -5.36524 4.20203
H -3.12034 -2.96349 4.84656
O -1.43320 -1.77915 -0.10049
C -2.61713 -1.44065 -0.34539
C -3.42800 -2.24022 -1.32196
C -3.74718 -1.47424 -2.61592
C -4.89657 -0.47965 -2.49546
C -4.65053 0.66316 -1.51638
C -4.46179 0.20751 -0.07482
N -3.13020 -0.34608 0.20021
H -4.35709 -2.55898 -0.83729
H -2.84490 -3.13391 -1.53605
H -3.99357 -2.21396 -3.37772
H -2.84235 -0.96491 -2.96555
H -5.79724 -1.02267 -2.18871
H -5.11499 -0.06863 -3.48166
H -5.49352 1.35505 -1.54444
H -3.76519 1.23672 -1.81608
H -5.21906 -0.52789 0.20672
H -4.57351 1.04909 0.60685
H -2.44518 0.24472 0.66303
O 0.95995 1.98116 0.31219
C -0.22299 1.65107 0.34914
O -0.61794 0.52787 0.90611
C -1.28638 2.52157 -0.25463
C -1.19384 2.44340 -1.78199
Ge 0.39265 3.28636 -2.58547
C -0.02168 3.50850 -4.46443
C 0.77694 4.32172 -5.27175
C 0.51974 4.45064 -6.62876
C -0.54103 3.76353 -7.20372
C -1.34157 2.94812 -6.41885
C -1.08299 2.82577 -5.05900
C 0.64661 5.02238 -1.75134
C 0.15772 6.16261 -2.39182
C 0.26603 7.41700 -1.80397
C 0.86910 7.55267 -0.56370
C 1.35976 6.43051 0.08986
C 1.24793 5.17682 -0.49711
C 1.95119 2.12889 -2.48255
C 1.92708 0.91020 -3.16429
C 3.04462 0.08432 -3.20061
C 4.20615 0.46059 -2.53837
C 4.24490 1.66833 -1.85230
C 3.12852 2.49716 -1.83022
H -1.09819 3.54199 0.08868
H -2.27928 2.22562 0.09518
H -2.03690 2.97936 -2.22380
H -1.27771 1.40026 -2.10999
H 1.61376 4.86282 -4.84285
H 1.14669 5.08702 -7.23943
H -0.74306 3.86529 -8.26174
H -2.16864 2.41180 -6.86604
H -1.72813 2.18871 -4.46273
H -0.30994 6.07872 -3.36601
H -0.11661 8.28894 -2.31800
H 0.96038 8.53016 -0.10847
H 1.83554 6.53559 1.05699
H 1.62475 4.31274 0.03119
H 1.04171 0.61878 -3.72346
H 3.02095 -0.83570 -3.77415
H 5.08945 -0.16433 -2.59008
H 5.15896 1.98227 -1.36324
H 3.19061 3.44529 -1.31123
I 4.03017 -4.65694 1.91425
C 2.97880 -4.29425 3.68905
C 3.19535 -5.14756 4.76580
C 2.49601 -4.90561 5.93433
C 1.61648 -3.83174 5.98474
C 1.48058 -3.05087 4.85466
N 2.14825 -3.26935 3.71397
H 3.89197 -5.96922 4.68691
H 2.64108 -5.54334 6.79628
H 1.05785 -3.60082 6.88078
H 0.80974 -2.19761 4.85366
```

The LUMO energy (alpha / beta) comes out at -5.76 / -6.23 eV. As for the total charge: +2. The calculation puts the molecular weight at 1015.40 g mol⁻¹. Its spin multiplicity is 2.


Run B
The following is a quantum chemistry calculation of a molecular structure, C47H57GeIN7O3Ti, from OMol25.

Structure (XYZ):
```
117
C47H57GeIN7O3Ti | OMol25 | the ωB97M-V functional and the def2-TZVPD basis
Ti 0.93080 0.42746 -0.48566
C -2.83887 1.82996 -2.18545
C -1.73543 1.15245 -1.44282
N -0.55473 1.65748 -1.29059
C -0.22010 2.99386 -1.77285
C 1.24750 3.04744 -2.18584
N 2.12602 2.19514 -1.33971
C 2.87025 2.91626 -0.28534
C 1.96047 3.12379 0.90730
N 1.37441 1.82534 1.28709
C 2.04759 1.08450 2.39424
C 2.49372 -0.30003 1.91140
N 1.35124 -0.78702 1.14514
C 0.48241 -1.64770 1.52022
C 0.66649 -2.58929 2.65810
C -0.79468 -1.53812 0.76947
C -1.95519 -2.23595 1.02467
C -3.11958 -1.87429 0.34955
C -3.10621 -0.80181 -0.52026
C -1.91266 -0.12215 -0.73483
N -0.78758 -0.53134 -0.12921
H -3.02381 2.82460 -1.77537
H -3.76523 1.26737 -2.14256
H -2.57096 1.95187 -3.23630
H -0.43667 3.69729 -0.96496
H -0.83411 3.28724 -2.62446
H 1.59771 4.08116 -2.17218
H 1.34255 2.68657 -3.20842
H 2.78838 1.74734 -1.96233
H 3.27671 3.85953 -0.65611
H 3.71391 2.28681 0.00704
H 1.14636 3.80342 0.65373
H 2.50420 3.57503 1.73852
H 0.40606 1.96462 1.58747
H 1.32673 0.97228 3.20395
H 2.89782 1.65280 2.77084
H 2.75093 -0.95194 2.74534
H 3.36060 -0.21931 1.25445
H 1.66558 -3.02191 2.61839
H -0.05817 -3.39801 2.63016
H 0.55370 -2.06390 3.61046
H -1.96785 -3.04166 1.74546
H -4.03973 -2.41357 0.53231
H -4.01379 -0.48958 -1.01553
O -1.32325 1.44174 2.02453
C -2.25530 1.46536 2.84320
C -2.08209 0.93168 4.24375
C -2.89951 -0.34510 4.49994
C -4.36138 -0.08426 4.85260
C -5.16955 0.58448 3.74536
C -4.65199 1.96582 3.36040
N -3.46400 1.93099 2.50331
H -2.36548 1.70143 4.96758
H -1.01686 0.74565 4.36822
H -2.42872 -0.89149 5.31825
H -2.83945 -0.99307 3.61698
H -4.39748 0.54682 5.74684
H -4.83756 -1.02701 5.12649
H -6.20651 0.68565 4.07055
H -5.18114 -0.04532 2.84887
H -4.43328 2.55438 4.25475
H -5.40876 2.51799 2.80753
H -3.54629 2.25088 1.55126
O 0.40978 -2.02766 -3.01339
C 1.29079 -1.22148 -3.05749
O 1.53116 -0.39208 -1.99448
C 2.20548 -0.95123 -4.21931
C 1.52986 0.01466 -5.21359
Ge 0.20817 -0.79560 -6.44786
C -0.37404 0.63166 -7.63261
C -1.32586 0.36251 -8.61784
C -1.78881 1.36581 -9.45644
C -1.30886 2.66220 -9.31929
C -0.36346 2.94829 -8.34576
C 0.09841 1.93768 -7.51068
C 1.09427 -2.23449 -7.39840
C 1.52160 -2.05967 -8.71411
C 2.22312 -3.06088 -9.37298
C 2.51223 -4.25099 -8.72146
C 2.09590 -4.44164 -7.41039
C 1.39192 -3.44072 -6.75594
C -1.35841 -1.47159 -5.49018
C -2.12258 -0.62367 -4.69135
C -3.23824 -1.09241 -4.01363
C -3.61113 -2.42679 -4.11454
C -2.86873 -3.28161 -4.91466
C -1.75862 -2.80165 -5.59840
H 2.42449 -1.90230 -4.70765
H 3.14738 -0.54922 -3.84663
H 2.30134 0.45361 -5.85071
H 1.04929 0.84697 -4.68504
H -1.71542 -0.64330 -8.74018
H -2.52257 1.13777 -10.21886
H -1.66872 3.44483 -9.97469
H 0.02166 3.95534 -8.24347
H 0.85346 2.18221 -6.77010
H 1.30113 -1.13557 -9.23773
H 2.54221 -2.91308 -10.39680
H 3.05795 -5.03125 -9.23643
H 2.31798 -5.37180 -6.90183
H 1.06211 -3.61135 -5.73501
H -1.86100 0.42959 -4.62661
H -3.85073 -0.41780 -3.42662
H -4.49328 -2.78840 -3.60032
H -3.16346 -4.31809 -5.02346
H -1.20366 -3.48161 -6.23287
I 3.73064 -3.02314 -0.54371
C 2.04178 -4.15916 -1.06629
C 2.25134 -5.28828 -1.84622
C 1.13685 -6.00410 -2.24634
C -0.11851 -5.56338 -1.85806
C -0.20068 -4.43908 -1.05974
N 0.86344 -3.74175 -0.64583
H 3.25011 -5.58073 -2.13641
H 1.24755 -6.89062 -2.85742
H -1.01647 -6.08245 -2.16395
H -1.16906 -4.06819 -0.74344
```

The LUMO energy (alpha / beta) comes out at -6.31 / -6.41 eV. As for the total charge: +2. The calculation puts the molecular weight at 1015.40 g mol⁻¹. Its spin multiplicity is 2.


The data favor run A; the next most stable structure lies 31.9 kcal/mol above it.